The following is a DFT calculation (the ωB97M-V functional and the def2-TZVPD basis) of a molecular structure, C33H18IN8Os.

```
61
Properties=species:S:1:pos:R:3:forces:R:3:nbo_charge:R:1
Os 0.082402 -0.075446 -0.213831 0.020 0.042 0.108 0.8817
C 2.418417 -6.068955 -1.515053 -0.001 -0.022 -0.006 -0.1779
C 3.658056 -5.464973 -1.319653 0.033 0.016 0.009 -0.1804
C 3.754953 -4.131094 -0.932720 0.062 0.034 0.008 -0.1434
C 2.575204 -3.438492 -0.755623 0.034 0.082 0.040 -0.1144
C 2.322312 -2.046811 -0.357315 -0.062 0.071 0.017 0.5141
N 0.952478 -1.851439 -0.328088 0.159 -0.119 -0.063 -0.6186
C 0.314185 -3.022145 -0.696547 -0.070 0.131 0.016 0.4882
N -0.963995 -3.229864 -0.821313 0.002 -0.060 0.034 -0.4932
C -1.896894 -2.279027 -0.669059 0.033 0.095 -0.117 0.4730
C -3.325312 -2.529133 -0.702170 0.091 -0.092 0.042 -0.1264
C -4.050470 -3.704852 -0.812329 0.002 -0.063 -0.079 -0.1394
C -5.433166 -3.609937 -0.763763 -0.011 0.016 0.007 -0.1896
C -6.069955 -2.373266 -0.603478 -0.004 0.006 0.001 -0.1788
C -5.345057 -1.197526 -0.485932 -0.064 0.026 -0.055 -0.1815
C -3.960720 -1.293228 -0.539571 0.049 0.133 0.057 -0.0296
C -2.915243 -0.311957 -0.399115 -0.038 0.136 -0.067 0.3830
N -3.111400 0.972939 -0.051160 0.084 -0.058 0.020 -0.4376
C -2.244234 1.902379 0.097591 0.028 -0.101 -0.056 0.4498
N -0.825645 1.858026 -0.326957 -0.077 0.075 -0.164 -0.5590
C -0.158616 2.912643 0.464810 0.104 -0.032 0.062 0.4656
N 1.092695 2.999767 0.731309 -0.071 -0.123 -0.021 -0.4350
C 2.054924 2.081660 0.539999 -0.034 0.088 -0.198 0.4079
N 1.860598 0.775573 0.111898 0.223 0.055 0.364 -0.5793
C 3.036152 0.098177 0.230776 -0.051 0.107 -0.181 0.4532
N 3.260449 -1.187854 -0.079720 -0.022 -0.047 0.067 -0.4954
C 4.055836 1.010179 0.718916 -0.010 -0.153 0.016 -0.0439
C 5.388569 0.809374 1.042009 0.056 -0.013 -0.073 -0.1693
C 6.091721 1.890975 1.553778 -0.007 -0.045 -0.016 -0.1863
C 5.473618 3.132079 1.742373 0.033 0.009 0.013 -0.1820
C 4.139703 3.331242 1.425802 -0.007 0.088 -0.053 -0.1511
C 3.437437 2.252521 0.905891 -0.103 -0.021 0.046 -0.1118
C -1.208094 3.778301 0.987946 0.114 -0.081 -0.049 -0.1134
C -1.101005 4.989515 1.644939 0.056 0.078 0.084 -0.1506
C -2.276463 5.598444 2.066130 0.016 -0.022 -0.013 -0.1718
C -3.516860 4.995842 1.851073 -0.007 0.012 -0.010 -0.1757
C -3.617232 3.768260 1.210002 -0.125 -0.021 0.064 -0.1691
C -2.446825 3.175433 0.774534 0.039 -0.089 -0.071 -0.0269
N -1.685993 -0.942670 -0.504623 -0.393 -0.188 0.137 -0.5758
C 1.337152 -4.040741 -0.954377 0.018 0.022 0.014 -0.0304
C 1.233517 -5.361974 -1.334620 -0.090 -0.081 -0.028 -0.1734
H 2.376159 -7.107860 -1.814308 0.013 0.012 0.003 0.2308
H 4.560203 -6.043946 -1.471331 -0.035 0.016 0.005 0.2310
H 4.709922 -3.645550 -0.777114 -0.023 -0.050 -0.007 0.2387
H -3.548987 -4.656013 -0.936902 -0.024 0.028 0.025 0.2371
H -6.034890 -4.505704 -0.846167 0.017 0.022 -0.005 0.2299
H -7.151851 -2.338767 -0.567599 0.049 -0.002 -0.001 0.2298
H -5.833455 -0.239183 -0.362208 0.013 -0.051 0.018 0.2346
H 5.855385 -0.156564 0.892469 -0.021 0.057 0.036 0.2383
H 7.135017 1.773257 1.817012 -0.032 0.015 -0.007 0.2301
H 6.051423 3.951509 2.150221 -0.008 -0.022 -0.013 0.2297
H 3.658939 4.289683 1.572688 0.019 -0.030 0.019 0.2335
H -0.130394 5.439066 1.812972 -0.063 0.002 0.000 0.2402
H -2.234126 6.553226 2.573189 0.011 -0.011 -0.012 0.2333
H -4.414985 5.495082 2.191931 0.035 -0.019 -0.007 0.2333
H -4.574564 3.288802 1.051242 0.040 0.018 -0.008 0.2389
H 0.267553 -5.825804 -1.486920 0.029 0.019 0.007 0.2394
I -1.427180 4.013033 -2.508757 0.028 -0.121 0.110 0.1215
C -0.702642 2.101794 -1.796507 -0.171 0.472 -0.141 -0.3584
H -1.284825 1.367452 -2.334531 -0.009 -0.161 0.013 0.2406
H 0.336100 2.074538 -2.092141 0.124 -0.086 0.057 0.2421
```
Forces are in eV/Å.

Charge = +1
2S+1 = 5
Expectation value of S² = 6.09
Orbital gap (spin up / spin down) = 5.4646 / 5.7276 eV
Highest occupied orbital energy (spin up / spin down) = -9.46 / -11.03 eV